[1]
Here is a structure of composition C3H4GaLiO3 in a non-equilibrium geometry from OMol25. Energies are from ωB97M-V/def2-TZVPD.

Each line ends with the Mulliken spin population.
Positions of all 12 atoms, in Å:
1 Ga 0.2337 1.0291 1.0815  0.605
2 O -1.3404 0.7252 0.1079  0.049
3 O 1.4274 -0.8933 0.1059  -0.001
4 O 1.9317 1.2972 0.0894  0.017
5 C 1.8760 0.0584 -0.8094  0.027
6 C -1.0990 -0.6523 -0.1502  -0.007
7 C 0.1169 -1.1158 0.6220  0.298
8 Li -2.5836 1.7714 -0.5352  -0.002
9 H 2.3405 1.9957 -0.4250  -0.004
10 H -1.9683 -1.2456 0.1925  0.001
11 H 0.0631 -2.1548 0.9642  0.005
12 H -0.9979 -0.8152 -1.2435  0.011

Properties
F_max ... 5.382 eV Å⁻¹
Net charge ... +1
LUMO energy (spin up / spin down) ... -4.540 / -5.039 eV
Energy ... -2274.3482 Ha
Expectation value of S² ... 0.767
2S+1 ... 2



[2]
Here is a structure of composition C3H4GaO2 in a non-equilibrium geometry from OMol25. Energies are from ωB97M-V/def2-TZVPD.

Each line ends with the Löwdin charge.
Positions of all 10 atoms, in Å:
1 Ga 3.4208 0.0591 0.4157  1.411
2 O 1.8282 0.1709 0.3707  0.015
3 O -2.0568 -0.7024 0.7667  0.342
4 C 0.8814 0.0124 -0.3989  0.018
5 C -1.2676 -0.6065 -0.2606  0.317
6 C -0.5182 0.6677 -0.1890  0.061
7 H -0.7028 1.1605 -1.1669  0.217
8 H -0.5965 1.2836 0.7167  0.195
9 H -2.0333 -1.5976 1.1337  0.222
10 H 1.0446 -0.4478 -1.3880  0.202

Properties
Energy relative to the best compared isomer or geometry (same formula, charge and spin) ... 3.2082 eV
F_max ... 10.824 eV Å⁻¹
Net charge ... +3
LUMO energy (spin up / spin down) ... -20.491 / -20.510 eV
Energy ... -2190.2718 Ha



[3]
Here is a structure of composition C3H4HgLiO3 in a non-equilibrium geometry from OMol25. Energies are from ωB97M-V/def2-TZVPD.

Each line ends with the Mulliken spin population.
Positions of all 12 atoms, in Å:
1 Hg -0.7555 -2.9635 1.2318  1.003
2 O -1.0740 1.5678 -0.8745  -0.002
3 O -2.8925 0.3294 -0.1774  0.004
4 O 0.2256 -1.1803 0.4816  -0.008
5 C 1.3876 -0.8798 0.1553  -0.007
6 C 1.8971 0.4923 0.1145  0.014
7 C -1.8689 0.7852 -0.5452  -0.002
8 Li -4.8102 0.9098 -0.2363  0.000
9 H 1.9954 -1.6470 -0.3619  -0.003
10 H 2.7245 0.5538 -0.6075  0.003
11 H 2.1578 0.8728 1.1062  0.000
12 H 1.0130 1.1596 -0.2866  -0.002

Properties
Energy relative to the best compared isomer or geometry (same formula, charge and spin) ... 0.0000 eV
F_max ... 3.489 eV Å⁻¹
Net charge ... +2
LUMO energy (spin up / spin down) ... -7.676 / -10.297 eV
Energy ... -502.7646 Ha
Expectation value of S² ... 0.752
2S+1 ... 2



Which of these has the highest energy? C3H4HgLiO3